No. 1
C23H45BCl2FN4O6PS | the ωB97M-V functional and the def2-TZVPD basis

Each line ends with the Löwdin charge.
Cartesian coordinates (Å):
H -6.3195 6.1035 1.7164  0.078
P -4.0901 5.5153 -1.1433  0.724
H 2.7060 -6.9854 -0.7095  0.106
H -5.8368 8.0684 -0.6101  0.083
F 2.0606 -2.0930 4.4068  -0.008
H 6.3613 -0.8698 4.3740  0.066
C 3.5496 -5.3879 -4.9197  -0.105
H 5.0255 -7.0729 -4.8554  0.090
H 0.7947 -1.8947 2.3711  0.156
H 0.1124 -4.4720 1.5456  0.128
C 0.9319 -4.3964 0.8237  -0.149
H 2.8665 -3.4364 0.7851  0.123
H 1.4276 -4.0919 3.3310  0.134
C -5.3573 6.0422 1.2074  -0.135
O 4.6771 -2.1032 1.6914  -0.241
H -5.0726 2.1434 -1.9516  0.083
C 4.3815 -6.3763 -4.3449  -0.104
O 4.1346 -0.2420 3.1760  -0.240
H 0.6481 -6.4994 0.8006  0.111
C -0.9160 1.8816 -0.1390  -0.053
N -4.0150 6.9506 -2.1112  -0.337
H 0.5155 -4.1045 -0.1384  0.106
H 1.3750 -1.5409 -1.5240  0.121
B 0.4864 -1.4140 0.2487  -0.548
N -5.5551 5.9691 -0.2538  -0.303
C 4.1418 -3.3146 4.4960  -0.614
H 2.2356 -6.0713 1.3999  0.104
H 3.4404 -5.1517 -5.9646  0.090
H -7.2426 7.1282 -0.0700  0.089
C 0.1398 0.9059 0.3669  -0.208
H 7.2679 -2.2702 4.9016  0.080
C -6.3483 7.1066 -0.6983  -0.135
C 2.0482 -6.1161 -0.7618  -0.163
H -3.6502 5.9991 -3.9946  0.092
C 1.9470 -3.3861 1.3656  -0.276
C 4.2190 -6.3156 -2.9893  -0.105
C -6.2097 4.3731 -2.6001  -0.144
Cl 4.4001 -1.1477 6.2091  0.662
O 0.6170 -1.8907 -1.0448  0.172
H 4.7066 -4.0304 3.9051  0.114
H 5.5756 -3.1221 6.0097  0.075
H -4.8565 5.1373 1.5607  0.076
H -6.6800 6.9789 -1.7258  0.066
O -0.4181 -0.4235 0.5197  0.074
H 6.3450 -2.3866 3.4227  0.065
Cl 3.2547 -4.2892 5.7204  0.703
C 5.1563 -2.4532 5.2627  -0.753
S 3.7021 -1.4083 2.4847  0.673
H 2.1690 -4.1136 -1.5326  0.108
C -4.8248 2.9579 -1.2684  -0.136
H -5.2614 6.7217 -3.8049  0.053
H 1.2181 -6.3787 -1.4214  0.123
H -7.0504 4.4325 -1.8908  0.081
H 2.2059 -3.9426 -3.9454  0.114
H 1.0020 0.8872 -0.3072  0.121
H -5.5016 2.9002 -0.4000  0.082
H -3.8062 2.7940 -0.9205  0.049
C 3.0358 -2.6672 3.6236  -0.504
H -4.7480 6.9030 1.5076  0.078
N -4.9230 4.2344 -1.9565  -0.326
N 3.3053 -5.3341 -2.7230  -0.128
C 2.3327 -3.7966 2.8047  -0.098
H -2.6218 7.7526 -0.7392  0.074
C -2.8158 7.7297 -1.8138  -0.145
H -6.2504 5.2408 -3.2518  0.044
H -2.9630 8.7602 -2.1442  0.081
H 4.6792 -6.8803 -2.1966  0.115
C -4.2077 6.8324 -3.5501  -0.125
C 1.4908 -5.8254 0.6423  -0.170
O 2.4815 -0.9960 1.5771  -0.167
O -2.7165 4.9496 -1.3696  -0.285
H -0.9043 2.7838 0.4720  0.076
H -1.9069 1.4402 -0.1619  0.072
C 1.3915 -1.9743 1.4579  -0.141
H 3.6654 -4.6838 -0.7612  0.131
C 2.8293 -4.9702 -1.4032  -0.144
H -0.6366 2.2302 -1.1329  0.079
C 6.3429 -1.9533 4.4194  -0.108
H -1.9214 7.3262 -2.3003  0.081
H 3.0462 -4.6163 2.7575  0.112
C 2.9076 -4.7581 -3.8911  -0.106
H -6.3725 3.5021 -3.2393  0.084
H 0.5300 1.2087 1.3398  0.122
H -3.8843 7.7578 -4.0287  0.082

Calculated values
LUMO, eV: 0.17
Total charge: 0
DFT total energy, eV: -91388.718
F_max, eV Å⁻¹: 6.2
2S+1: 1


No. 2
C19H32AlBClF3KN2O14P2S2 | the ωB97M-V functional and the def2-TZVPD basis

Each line ends with the Löwdin charge.
Cartesian coordinates (Å):
C -4.1870 5.9499 1.7575  -0.052
H -0.2798 4.9599 4.1590  0.101
S -0.9477 1.4617 5.9131  0.952
H 5.0505 1.1810 3.0055  -0.018
H -0.3467 0.6489 3.6425  0.110
C 1.5699 -1.6962 -0.1243  -0.006
H -3.2810 -2.0428 -8.1988  0.108
O 3.6884 -2.4741 -2.3775  -0.271
C -2.4828 -1.9516 -7.4578  0.000
C -0.1028 -2.0256 3.9367  -0.202
H -4.7337 -0.4179 -6.6262  0.107
H 2.7756 1.1970 5.8247  0.144
O -2.9063 -2.4289 -5.1570  0.017
H -3.2469 6.3011 2.1918  0.089
H 4.3274 -0.5231 5.6923  0.109
O 5.1656 3.9733 0.8861  -0.173
C -0.9976 0.1814 4.4952  -0.410
N 2.7765 -0.8269 0.1837  -0.056
P 4.7455 0.7742 1.6578  0.805
H 0.9332 3.6497 4.8473  0.061
K 5.1818 -1.4995 0.1445  0.862
C 3.1630 -0.3364 1.5858  -0.357
Cl 2.5091 -3.9050 -4.0946  0.328
C -6.9926 2.2092 2.0720  -0.214
O 4.2774 -5.2408 -6.7461  -0.118
H 3.3706 -0.5355 -0.6410  0.077
O 3.9982 2.2200 -0.9385  -0.391
H -7.8625 2.8256 2.3263  0.133
N 3.6059 -1.1246 5.1952  0.133
C -0.1001 4.1664 5.0326  -0.164
H -7.0013 2.6392 -0.0575  0.075
H -4.9750 6.6636 2.0194  0.106
C -3.8735 -0.3959 -5.9523  0.002
O 2.3174 1.1523 4.9151  0.019
H -1.9314 -2.8969 -7.4185  0.087
O -0.5198 -3.3171 4.0439  0.071
O -5.7768 2.8976 2.3928  0.007
H -2.1164 3.6644 5.9755  0.119
H -3.2432 0.4706 -6.1676  0.100
C -5.6780 4.1678 1.9262  -0.552
H 0.1752 -1.7255 -2.0538  0.092
O -4.4635 4.6562 2.2847  -0.030
O 2.4620 2.9870 1.1185  -0.257
C 6.5314 -6.2979 -5.7856  -0.545
O -6.5202 4.7618 1.2727  0.125
H -1.7906 -1.1543 -7.7402  0.099
O 5.1781 -7.2092 -7.8976  -0.050
F 6.4246 -5.7049 -4.5532  0.109
C 0.8588 -1.6661 2.6589  0.089
H -6.1264 1.1800 0.3792  0.073
H -4.0652 5.8899 0.6716  0.100
H -7.0293 1.3204 2.7100  0.123
O 4.1268 -7.4513 -5.6957  -0.085
O -0.5222 -1.1118 5.0100  -0.088
H 1.8291 2.7843 0.3517  0.101
Al 0.0831 -3.4698 -3.7967  0.835
S 4.8760 -6.5754 -6.6071  0.627
H -0.0238 4.8293 6.0224  0.104
P 4.1156 2.6157 0.5891  0.550
H -1.9125 3.0367 4.1481  0.109
F 7.2293 -7.4609 -5.5799  0.134
H 2.2812 -1.7020 -3.8135  0.099
B 2.7213 -0.1688 4.3630  -0.489
H -2.1232 0.1773 4.1366  0.141
C 2.2306 -0.7343 2.8765  0.075
C -7.0124 1.7787 0.6155  -0.071
C 1.1584 -2.2408 -1.6376  -0.215
H -0.4250 -2.8441 0.8695  0.158
C -1.3703 3.1446 5.2055  -0.485
H 4.1653 -1.6327 4.4475  0.085
H -4.2372 -0.3177 -4.9222  0.092
C 2.4174 -2.1291 -2.7227  -0.469
H 4.9958 4.2659 1.8444  0.116
H -7.9082 1.1877 0.3995  0.087
F 7.3637 -5.4889 -6.5170  0.129
C 0.5348 -2.1735 1.0986  0.152
H 0.9713 -3.4104 -1.5122  0.099
C -3.0725 -1.6615 -6.1035  -0.457

Calculated values
LUMO, eV: -14.05
Total charge: +3
DFT total energy, eV: -136345.001
F_max, eV Å⁻¹: 9.7
2S+1: 1


No. 3
C22H15ClN6O13Pm | the ωB97M-V functional and the def2-TZVPD basis

Each line ends with the Löwdin charge.
Cartesian coordinates (Å):
C -3.1089 -2.6291 1.4886  -0.265
N 3.5149 0.4373 -5.3027  -0.326
H 1.5705 -1.3060 -5.0503  0.133
H -4.6597 -4.9497 -0.6183  0.063
O 4.1158 1.4779 -5.4791  0.067
C -1.3149 2.0891 1.5111  -0.160
H -4.3622 -3.2308 3.2624  0.048
O 2.9937 3.8461 0.6879  0.046
H -3.0533 2.8199 3.2734  0.046
H -5.5640 -4.3362 0.7724  0.102
O -3.0975 1.3313 0.1380  -0.157
O -3.5928 -3.3164 -2.0178  -0.043
C 3.1696 2.6475 0.9150  -0.377
N 0.8021 1.8885 1.2485  -0.017
Pm -1.7531 -0.4605 -0.4163  1.910
N -3.3227 -2.7386 -0.7439  -0.022
C 1.1231 -0.3307 -1.7513  -0.316
N -2.0475 -1.9748 1.1745  -0.297
C -3.7284 -2.4589 2.8911  -0.010
O -1.4059 -1.3448 -2.5116  -0.197
O 0.4328 -0.4946 -0.7007  -0.253
H -4.3003 -5.4202 1.0333  0.085
C 2.0107 0.7746 -1.8651  -0.133
C 0.9698 -1.0402 -2.9984  0.014
O -0.6664 2.9119 5.1188  0.107
O -1.5298 -1.0547 1.9872  -0.257
H 4.0904 -1.1698 1.4727  0.080
C 2.6950 0.2515 -4.1310  -0.191
O -2.6268 3.0095 4.1291  0.112
O 3.5529 -0.5401 -6.1315  0.008
O -0.5191 -2.8540 -3.7320  0.097
C 2.5608 0.0583 0.8932  0.036
C 2.8820 0.9631 -2.9853  0.078
C -0.4317 -1.8764 -3.0928  -0.645
N -0.4207 1.7180 0.6222  0.114
H 1.7335 -0.6680 0.7202  0.124
C -4.5260 -4.5631 0.3817  -0.012
C -0.7153 2.4553 2.7544  -0.012
C 1.7420 -0.7593 -4.1126  0.032
C 4.8604 0.8781 1.1166  -0.028
C 3.8337 -0.1996 1.2249  -0.037
Cl 2.0707 2.3197 3.4346  0.869
N 2.0064 1.7547 -0.8891  -0.061
H 5.2640 2.9627 0.9153  0.105
H 1.8150 3.6963 -0.4871  0.103
H -4.3280 -1.4734 2.8626  0.115
H -3.0139 -2.7920 -2.6663  0.105
C -3.6919 -3.3158 0.2927  -0.292
C -2.7549 2.0818 1.0924  -0.599
C 4.5595 2.1831 1.0098  -0.015
O -3.5244 2.8477 1.6755  0.050
O 1.6188 3.0701 -1.2806  0.003
C 2.1223 1.5225 0.5643  -0.234
H 3.5880 1.8146 -2.9604  0.140
C -1.2907 2.9048 4.1129  -0.481
H -2.8567 -2.2471 3.5821  0.090
H 5.8957 0.5857 1.0591  0.101
C 0.6137 2.2431 2.5057  -0.544

Calculated values
LUMO (spin up / spin down), eV: 1.32 / 1.32
Total charge: -1
DFT total energy, eV: -87689.731
<S²>: 6.0050
F_max, eV Å⁻¹: 4.4
Relative energy (zero: lowest compared OMol25 entry of this formula, charge and spin), eV: 2.1296
2S+1: 5


No. 4
C6H7NOS2 | the ωB97M-V functional and the def2-TZVPD basis

Each line ends with the Löwdin charge.
Cartesian coordinates (Å):
H 2.3181 -1.4913 -1.3415  0.087
H 2.0268 -0.1387 -2.2973  0.040
O 0.9255 0.3640 0.1557  -0.143
N -1.0998 -0.9815 0.4499  -0.399
S -2.1744 -2.1539 0.0994  0.925
C -1.6390 0.0881 0.8634  -0.189
C -3.1098 0.1012 0.7612  -0.198
H 3.0738 0.6426 0.4655  0.149
S 0.7351 2.3468 1.9877  0.712
H 2.1694 1.6189 -0.7036  0.124
C 0.3992 1.0846 1.0489  -0.723
C 2.2158 0.6085 -0.2888  -0.242
C 2.4710 -0.4138 -1.4152  -0.042
H 3.5670 -0.2000 -1.4677  0.090
H -4.6008 -1.3034 0.0742  0.062
C -3.6026 -1.0629 0.3902  -0.344
H -3.6752 0.8906 1.2182  0.091

Calculated values
LUMO, eV: 0.18
Total charge: 0
DFT total energy, eV: -31538.525
F_max, eV Å⁻¹: 3.8
Relative energy (zero: lowest compared OMol25 entry of this formula, charge and spin), eV: 4.0289
2S+1: 1


No. 5
C5H7AlO4 | the ωB97M-V functional and the def2-TZVPD basis

Each line ends with the Löwdin charge.
Cartesian coordinates (Å):
C -0.1946 2.5531 -1.4232  -0.556
H -2.5538 0.2459 0.3156  0.168
C 0.1218 -0.5918 0.8201  -0.006
C -1.7254 -0.3336 -0.1037  0.309
Al -0.2078 2.9320 0.8482  1.143
O 0.1386 3.6551 -0.9060  0.123
H 1.6229 -1.2354 -0.6069  0.151
H 0.3289 -2.4236 -0.3045  0.147
H 0.7747 0.1650 1.2835  0.138
O -0.2214 2.1074 -2.5295  0.284
C -0.5772 0.3183 -0.4711  -0.045
H 2.4778 -2.7758 0.7706  0.127
C 0.9787 -1.6724 0.1748  -0.238
H -0.3622 -1.0044 1.7147  0.173
H -1.8740 -1.3418 -0.4963  0.164
O -0.5036 1.6643 -0.2673  -0.096
O 1.7770 -2.2623 1.1809  0.014

Calculated values
LUMO (spin up / spin down), eV: -12.35 / -12.53
Total charge: +2
DFT total energy, eV: -20060.871
F_max, eV Å⁻¹: 6.8
Relative energy (zero: lowest compared OMol25 entry of this formula, charge and spin), eV: 2.0530
2S+1: 1


No. 6
H5NO | the ωB97M-V functional and the def2-TZVPD basis

Each line ends with the Löwdin charge.
Cartesian coordinates (Å):
O 0.1072 1.3398 0.4392  -0.119
N -0.1687 -1.1557 -0.3649  0.051
H 0.1909 0.3589 0.3983  -0.041
H -0.1539 -1.3614 -1.3470  0.048
H -1.0617 -1.4541 -0.1335  0.017
H 0.4351 -1.7399 0.1518  0.032
H 0.9126 1.5679 -0.0291  0.012

Calculated values
LUMO, eV: 0.88
Total charge: 0
DFT total energy, eV: -3618.583
F_max, eV Å⁻¹: 2.5
Relative energy (zero: lowest compared OMol25 entry of this formula, charge and spin), eV: 0.3372
2S+1: 1


No. 7
C33H30N6O3SSiSr | the ωB97M-V functional and the def2-TZVPD basis

Each line ends with the Löwdin charge.
Cartesian coordinates (Å):
H 6.4054 -2.0233 2.5556  0.080
H -8.1498 -1.5228 0.8536  0.080
C 2.1948 -2.4759 -5.1828  -0.026
H -3.0036 -4.0523 3.0790  0.088
C 3.1316 3.2535 2.7466  -0.116
N 4.3488 -0.8655 0.2112  -0.223
H 2.6528 -3.4342 -4.9329  0.072
C -0.4493 -6.2611 3.2594  -0.128
C -4.0169 1.9851 1.1108  -0.021
H 3.0105 -4.9398 0.7080  0.005
C 4.9391 -1.4056 -0.8813  -0.045
O 2.7550 -1.3959 -3.1383  -0.177
H -1.2506 -4.8048 -1.5867  0.002
C -7.1810 -1.2686 0.4448  -0.115
C 4.8634 -1.0374 1.4819  -0.757
H 3.7786 3.6775 3.5024  0.088
H -2.2077 -5.9569 4.4619  0.080
H 4.4278 -1.1968 -1.8094  0.094
C 6.6058 -2.4287 0.4645  -0.121
C -4.6605 -0.6561 -0.4738  -0.376
H -0.2427 -6.2369 -1.2982  0.005
H 2.2426 -6.2802 -0.1716  0.001
H 7.4818 -3.0567 0.5799  0.088
C 6.0154 -1.8650 1.5603  -0.138
H -4.9737 1.5394 0.8826  0.097
C -1.3371 -4.1402 1.7324  -0.126
C 1.4630 2.0514 0.9550  -0.363
C 2.6292 2.6731 0.4900  -0.033
N -1.2484 0.4063 -0.7583  0.058
C -2.8361 1.4564 0.6108  -0.081
H -0.0862 -7.0899 3.8596  0.083
H 3.0213 -4.9570 -1.0488  -0.005
N -3.4121 -0.4094 -0.9683  0.160
S 4.1714 -0.2945 2.8308  0.518
N -4.8199 -1.0130 0.8105  0.119
H 4.3784 3.7591 1.0614  0.097
C 2.4122 -5.1955 -0.1718  -0.313
C -1.5361 3.1812 1.6821  -0.019
H 2.8634 2.6186 -0.5634  0.107
C 0.2778 -5.8334 2.1540  -0.119
C -2.0814 -4.5637 2.8253  -0.116
H 0.2130 -5.0400 -2.5330  -0.005
H 1.2036 -6.3443 1.9104  0.077
O 3.2613 -0.1407 0.0207  -0.331
H -7.8665 -0.8845 -1.5663  0.092
C -0.1420 -4.7642 1.3565  -0.326
C -0.6103 1.2874 0.0797  -0.326
H -2.6771 4.5964 2.8116  0.092
C -1.6164 2.0428 0.8938  -0.079
Si 0.7862 -4.1601 -0.2291  0.532
H -1.6970 -3.2936 1.1544  0.086
C -3.9407 3.1166 1.9105  -0.095
H 2.9398 -1.8841 -5.7162  0.065
H -5.5750 -0.3617 -2.3955  0.101
N 0.6800 1.3759 0.0198  0.037
N 1.1436 2.0125 2.2447  0.126
C -7.0153 -0.9182 -0.8953  -0.111
C 1.8097 -1.7698 -3.8882  -0.777
C -2.7143 3.7094 2.1902  -0.093
C 6.0595 -2.1874 -0.8006  -0.095
H -0.5849 3.6413 1.8981  0.097
C -2.5592 0.3691 -0.3926  -0.306
C 1.9737 2.5940 3.1076  -0.184
C -0.2197 -5.1659 -1.5356  -0.294
C -1.6380 -5.6292 3.5990  -0.139
H -6.1228 -1.5910 2.2804  0.096
C -6.0462 -1.3053 1.2345  -0.176
C 3.4621 3.2869 1.3958  -0.092
Sr 1.1522 -0.9448 -1.1144  1.348
H 1.7002 2.5145 4.1547  0.099
C -5.7575 -0.6235 -1.3625  -0.032
O 0.5956 -1.6140 -3.6261  -0.134
H 6.4714 -2.6099 -1.7057  0.089
H -4.8492 3.5471 2.3154  0.091
H 1.3210 -2.6427 -5.8092  0.064

Calculated values
LUMO, eV: 4.28
Total charge: -2
DFT total energy, eV: -69343.955
F_max, eV Å⁻¹: 1.0
2S+1: 1


No. 8
C10H11NO3S | the ωB97M-V functional and the def2-TZVPD basis

Each line ends with the Löwdin charge.
Cartesian coordinates (Å):
H -0.7449 -2.6007 -2.0897  0.003
H 4.1925 0.7296 1.0612  0.136
H 2.1203 0.9206 2.6241  0.128
C -0.6859 0.5723 -1.0362  0.006
H -1.2238 1.6384 -0.8073  0.174
H -2.5496 -0.2191 1.9716  0.132
H -3.4663 -1.2984 -1.2077  0.134
C 3.1138 0.4970 0.7140  -0.091
H -0.4049 0.5848 2.8760  0.131
H 1.5458 0.5251 -2.2838  0.133
C 2.0140 0.5358 1.5937  -0.033
N -3.2404 -0.5045 -0.5011  0.057
H 3.7631 0.4451 -1.3448  0.100
H -3.9325 -0.7296 0.2161  0.092
C 2.9766 0.5131 -0.6282  -0.093
C -1.6927 0.0232 1.3054  -0.122
C 0.6353 0.5438 -0.4498  -0.263
C 1.7222 0.6740 -1.1996  -0.058
O 0.3305 -2.2480 0.1127  -0.280
C -0.4986 0.3747 1.7826  -0.017
S -1.1326 -2.1828 0.0143  0.749
O -1.8644 -3.0330 0.9272  -0.283
O -1.5045 -2.6261 -1.6074  -0.167
C -1.9131 -0.4518 -0.0568  -0.480
H -0.7392 0.3593 -2.0646  0.079
C 0.7873 0.4674 1.0123  -0.167

Calculated values
LUMO, eV: 0.13
Total charge: 0
DFT total energy, eV: -29013.241
F_max, eV Å⁻¹: 6.1
Relative energy (zero: lowest compared OMol25 entry of this formula, charge and spin), eV: 3.9989
2S+1: 1